Record 1
DFT (ωB97M-V/def2-TZVPD) results for 2 unconnected molecules or ions with the total composition C35H44N3O.

Positions of all 83 atoms, in Å:
H: 1.2648 1.2282 -3.2629
N: 1.2426 -1.6381 -0.3760
H: -2.4704 -1.3080 -5.2918
H: 1.3214 -0.7019 2.7123
C: 1.5657 3.4118 -0.9708
C: 0.3844 0.6762 -3.5998
C: 3.5966 -2.2004 2.6155
C: -1.6970 -0.2330 3.8762
H: -4.6866 0.3244 -4.2474
H: 0.4552 -1.0489 -0.1090
C: -0.7223 1.3618 -4.1064
H: 2.2754 -0.7593 -2.5390
C: -1.7371 0.6535 -4.7607
H: 3.8288 -5.0288 -0.4989
C: -1.8547 -0.0036 -0.3936
H: -2.1784 1.6712 5.7353
H: 1.9352 -2.1604 -3.5986
C: 2.1347 -0.3223 2.0757
H: -3.8371 2.2135 -2.0919
H: -5.6856 -0.7603 -3.2588
H: -0.6937 -0.5155 4.2232
C: -3.4243 -1.1390 -1.8699
H: -0.4723 1.8183 5.3117
H: 1.7149 0.2969 1.2835
C: 2.1890 -3.4422 -1.4539
C: 0.8604 2.2559 -0.6288
C: -0.8579 -0.0637 0.6541
H: -3.2407 2.7378 2.9552
H: -1.6349 3.1014 4.8583
C: -2.4120 1.2278 -0.8332
H: 1.3219 -2.8310 1.3275
H: 4.6326 -0.1237 1.1491
H: 3.4902 -4.7035 1.2142
C: 3.7305 -4.2437 0.2514
H: 4.7025 -3.7372 0.3378
C: -4.0166 0.0799 -2.2289
C: -1.7753 1.2698 3.6453
H: -3.3472 1.1718 2.1361
H: -0.7637 -0.9980 1.2203
H: 4.6608 -1.5473 0.0841
C: -5.1052 0.1632 -3.2439
C: 1.7733 4.4413 -0.0369
H: 0.1639 -2.8214 -1.7401
C: -3.4583 1.2547 -1.7374
C: 1.5012 -1.4736 -2.8507
H: 3.5277 -0.2059 -0.2375
H: -0.7920 2.4465 -4.0021
H: -2.4263 -0.5076 4.6491
C: -0.7656 1.6873 2.5994
C: 1.1523 -2.3377 -1.6249
C: -1.6907 -0.7468 -4.7772
H: -0.6648 -2.5217 -4.0721
C: -0.4822 1.1663 1.3089
O: 2.5341 -4.2603 -2.3044
C: -0.6722 -1.4288 -4.1089
H: 4.0439 -1.4819 3.3171
C: -1.4903 2.0170 4.9540
C: 2.9640 -1.4286 1.4651
H: 2.7667 0.3373 2.6891
H: -0.1077 3.4436 3.5688
C: -2.3556 -1.1839 -0.9955
H: 2.2998 5.3351 -0.3616
C: -3.1519 1.6534 3.1016
H: 4.3940 -2.8738 2.2919
C: 0.6026 3.1865 1.5959
H: -3.7947 -2.0620 -2.3166
N: -0.0971 2.8539 2.7473
C: 2.0136 -2.3355 0.6149
H: -1.9320 -0.7985 2.9668
H: 2.8391 -2.7736 3.1670
H: 1.4521 5.1135 2.0366
H: -2.0091 2.1657 -0.4535
C: 0.3455 2.1657 0.6577
C: 0.3681 -0.7232 -3.4996
H: -2.5542 1.1879 -5.2508
H: 1.9448 3.5207 -1.9842
C: 4.0091 -0.8001 0.5491
H: -3.9352 1.3378 3.8003
H: -1.8894 -2.1434 -0.7467
H: 0.6740 1.4549 -1.3430
H: -5.7825 1.0006 -3.0448
C: 1.3086 4.3375 1.2826
N: 2.6786 -3.3527 -0.1773

total charge: +1
orbital gap: 0.202 hartree
E_HOMO: -11.0 eV
ΔE to the lowest compared entry with this formula, charge and spin: 46.1 kJ/mol
DFT total energy: -1599.364735 Eh
lowest unoccupied orbital energy: -0.203 Eh

***

Record 2
DFT (ωB97M-V/def2-TZVPD) results for 2 unconnected molecules or ions with the total composition C10H24N2Si.

Positions of all 37 atoms, in Å:
H: -4.3930 -0.5554 -0.5907
H: -5.2353 0.9406 -0.5371
H: -1.7993 1.8680 -1.4744
H: -1.3967 -0.9696 -1.2805
C: -1.3077 0.3095 2.4093
H: -3.2853 1.9830 0.5146
C: -3.1774 1.0105 -0.0194
H: -2.8930 0.5391 -2.1299
H: 0.4891 1.7641 0.4184
H: 2.4485 3.1387 1.5051
N: -1.5372 -1.3025 -0.4190
H: 3.9563 -1.2799 -1.7263
H: 1.6633 0.6575 -1.2361
H: 2.7827 2.6599 -0.2755
H: 1.2067 -2.1880 1.6206
H: -1.9301 0.8204 3.0699
N: 1.9645 -1.5794 1.2152
H: 1.2397 1.0045 1.8342
C: 1.7581 -1.0627 -0.0705
H: -5.0658 0.1746 0.9033
H: 1.5747 -3.0001 -0.8509
H: 3.9093 -2.8457 -2.1980
H: -3.4080 2.2032 -1.8761
Si: -1.8729 -0.0696 0.7846
C: -2.7855 1.3930 -1.4326
H: 2.0889 -0.8197 1.9069
H: 3.5424 1.6659 0.9568
H: 1.7655 -1.6614 -2.1578
H: -0.4438 -0.1634 2.7727
C: 2.1172 -2.1304 -1.1208
C: 2.6512 2.3445 0.7410
C: 1.4761 1.3473 0.8109
C: 1.6236 0.2611 -0.1848
H: -0.8703 -2.0088 -0.1010
H: 4.0810 -2.5753 -0.4915
C: -4.5324 0.3663 0.0270
C: 3.5947 -2.2398 -1.3178

total charge: 0
orbital gap: 0.307 hartree
E_HOMO: -7.7 eV
ΔE to the lowest compared entry with this formula, charge and spin: 252.3 kJ/mol
DFT total energy: -794.316919 Eh
SMILES: C=[Si](N)C(C)C.CC/C=C(\N)CC
lowest unoccupied orbital energy: 0.024 Eh

***

Record 3
DFT (ωB97M-V/def2-TZVPD) results for a single C3HNO3 molecule.

Positions of all 8 atoms, in Å:
N: 0.4363 -1.1162 -1.0470
C: 1.3718 -0.6926 -0.2880
C: -0.6938 -0.3998 -0.5702
O: 1.2490 0.2857 0.6275
O: -1.9072 -0.4375 -0.7394
H: 2.1164 -1.3879 -0.2127
O: -0.3740 1.6681 1.1664
C: -0.1635 0.6043 0.7090

total charge: 0
orbital gap: 0.334 hartree
E_HOMO: -10.5 eV
ΔE to the lowest compared entry with this formula, charge and spin: 107.6 kJ/mol
DFT total energy: -395.336466 Eh
SMILES: O=C1N=COC1=O
lowest unoccupied orbital energy: -0.052 Eh

***

Record 4
DFT (ωB97M-V/def2-TZVPD) results for 2 unconnected molecules or ions with the total composition C4H10N2O3.

Positions of all 19 atoms, in Å:
O: -2.4299 0.0375 -0.3828
H: 0.9758 0.7371 -2.2078
H: 2.0908 -0.7089 -0.5424
N: -0.5028 -0.7154 -1.4314
H: -0.0083 -1.4824 -1.8935
H: -1.0114 1.7316 1.3015
C: -1.7660 -0.7808 -1.0148
C: 0.9761 -0.0746 1.2087
C: 1.4913 0.1628 -0.2163
O: -1.8462 2.1237 0.9584
H: 0.9193 -1.2270 2.8696
N: 1.2090 -1.1768 1.8897
H: -2.1522 -1.7287 -1.4621
H: 1.7919 -1.9165 1.4902
O: 0.2213 0.7399 1.7100
C: 0.3644 0.4538 -1.3295
H: -2.2233 1.4297 0.3716
H: 2.1384 1.0587 -0.2790
H: -0.2380 1.3362 -1.0400

total charge: 0
orbital gap: 0.340 hartree
E_HOMO: -9.0 eV
ΔE to the lowest compared entry with this formula, charge and spin: 80.8 kJ/mol
DFT total energy: -493.654358 Eh
SMILES: NC(=O)CCNC=O.O
lowest unoccupied orbital energy: 0.010 Eh